No. 1
Density functional theory data (the ωB97M-V functional and the def2-TZVPD basis) for a structure of composition C23H44NOP3Ru in a non-equilibrium geometry.

XYZ file:
```
73
Properties=species:S:1:pos:R:3:forces:R:3:mulliken_spin:R:1
Ru -0.747 0.186 0.022 2.900 0.513 3.649 2.480
P -0.810 -0.199 2.232 -0.126 -0.251 2.240 0.059
P -1.018 -2.026 -0.411 -0.387 -1.235 -0.909 0.005
P -2.294 1.785 0.186 -2.042 1.946 -0.210 -0.008
H 2.060 0.567 -1.026 -0.238 0.310 -0.049 0.000
C 1.432 1.420 -0.751 -0.406 0.089 1.165 0.119
C 1.269 1.761 0.585 0.299 -0.718 -1.004 0.028
H 1.822 1.207 1.349 -0.384 0.235 -0.246 -0.011
C 0.485 -1.243 3.005 0.145 -0.107 0.089 0.059
C -2.306 -1.066 2.868 0.022 0.111 0.053 0.014
C -0.714 1.245 3.350 0.049 -0.111 0.318 0.020
C -0.004 -2.520 -1.846 0.218 -0.220 -0.276 0.064
C -0.819 -3.452 0.719 -0.084 -0.056 0.063 0.003
C -2.739 -2.100 -1.023 -0.037 -0.170 0.062 0.048
C -1.673 3.414 0.760 0.068 -0.034 0.047 0.041
C -3.796 1.524 1.207 -0.038 -0.023 -0.022 0.014
C -3.091 2.252 -1.386 -0.203 0.141 -0.060 0.058
H 1.222 2.150 -1.534 -0.056 -0.272 0.170 0.001
H 0.892 2.741 0.878 -0.035 -0.404 -0.072 -0.001
H 1.455 -0.734 2.989 -0.265 -0.094 0.079 -0.015
H 0.597 -2.210 2.506 0.012 0.218 0.099 -0.002
H 0.211 -1.427 4.054 0.148 0.046 -0.252 -0.004
H -2.459 -2.029 2.371 -0.045 0.248 0.111 -0.002
H -3.205 -0.459 2.727 0.216 -0.175 0.050 -0.008
H -2.174 -1.251 3.943 -0.069 0.043 -0.238 0.001
H 0.102 1.903 3.038 -0.134 -0.054 0.104 -0.001
H -0.504 0.894 4.370 -0.138 0.157 -0.188 -0.004
H -1.648 1.816 3.368 0.194 -0.120 -0.016 0.005
H -0.670 -2.690 -2.702 0.289 -0.103 0.178 0.010
H 0.550 -3.438 -1.623 -0.151 0.107 -0.183 0.011
H 0.698 -1.717 -2.103 -0.144 -0.307 0.000 -0.015
H -1.498 -4.256 0.397 0.252 0.173 0.070 0.001
H -1.041 -3.205 1.763 0.043 -0.209 -0.383 0.001
H 0.216 -3.816 0.649 -0.319 0.078 0.093 0.002
H -2.899 -3.069 -1.515 -0.167 0.202 0.137 0.006
H -2.891 -1.281 -1.744 0.007 -0.368 0.262 0.009
H -3.432 -1.982 -0.179 0.088 -0.092 -0.286 0.001
H -2.507 4.130 0.777 0.214 -0.189 -0.022 0.007
H -0.905 3.775 0.064 -0.213 0.009 0.115 -0.005
H -1.235 3.349 1.762 -0.154 0.048 -0.257 -0.004
H -4.545 2.275 0.917 0.225 -0.180 0.127 -0.001
H -3.600 1.625 2.281 -0.028 -0.041 -0.286 0.009
H -4.213 0.530 1.003 0.036 0.231 0.070 -0.007
H -3.861 3.008 -1.174 0.171 -0.194 -0.227 0.003
H -3.561 1.366 -1.832 0.035 0.237 0.033 -0.009
H -2.367 2.669 -2.097 -0.294 -0.109 0.262 -0.002
C -0.691 0.662 -3.615 -1.021 -0.934 2.582 0.229
C -0.699 -0.269 -4.667 -0.259 -0.272 -1.597 0.111
C -0.854 0.198 -5.969 0.343 -1.342 0.905 0.042
C -1.031 1.568 -6.205 -0.112 -0.072 -0.563 0.248
C -0.901 2.487 -5.159 0.377 0.583 1.695 0.050
C -0.659 2.046 -3.859 -0.025 1.255 -1.074 0.127
O -0.919 0.157 -2.366 0.924 0.586 -4.372 0.132
H -0.587 0.780 -1.514 -0.006 0.908 -1.889 0.033
H -0.625 -1.326 -4.408 -0.068 0.346 -0.330 0.002
H -0.842 -0.515 -6.792 -0.139 0.247 0.149 0.005
H -1.264 1.917 -7.212 0.140 -0.073 0.277 -0.003
H -0.997 3.556 -5.354 0.081 -0.306 0.024 0.004
H -0.513 2.734 -3.024 -0.163 -0.111 -0.405 0.001
N 2.973 -1.455 0.571 0.741 0.127 0.814 0.314
C 4.024 -1.231 1.405 -0.928 -0.248 -0.695 0.222
C 3.998 -0.245 2.423 0.701 0.755 0.987 0.127
C 5.131 -0.029 3.212 -1.547 0.287 -0.431 0.018
C 6.295 -0.784 3.008 0.299 -0.103 -0.011 0.254
C 6.321 -1.773 2.010 -0.637 -0.583 -0.845 -0.006
C 5.191 -2.017 1.237 1.353 -0.356 0.264 0.146
H 2.106 -0.924 0.607 0.202 -0.110 0.219 -0.017
H 2.994 -2.253 -0.053 0.102 0.179 0.002 -0.025
H 3.085 0.329 2.593 0.514 -0.115 -0.011 0.006
H 5.098 0.733 3.994 0.029 -0.281 -0.265 0.002
H 7.175 -0.609 3.630 -0.271 -0.048 -0.215 0.000
H 7.226 -2.356 1.832 -0.280 0.147 0.123 0.004
H 5.180 -2.802 0.478 0.176 0.227 0.207 0.000
```
Positions in Å, forces in eV/Å.

net charge	+3
E_HOMO (alpha / beta)	-14.28 / -17.20	eV
calculated total energy	-2150.61922	hartree
ΔE to the lowest compared entry with this formula, charge and spin	0.0	kJ/mol
2S+1	6



No. 2
Density functional theory data (the ωB97M-V functional and the def2-TZVPD basis) for a structure of composition C23H44NP3STl in a non-equilibrium geometry.

XYZ file:
```
73
Properties=species:S:1:pos:R:3:forces:R:3:mulliken_charge:R:1
Tl 3.047 -2.554 -2.450 0.550 -0.524 1.922 0.870
P 1.325 2.005 1.453 1.791 0.221 -0.632 0.786
P -1.326 1.329 2.455 -1.664 -0.281 0.941 0.823
P -1.626 3.215 -1.859 -0.285 -0.174 0.366 1.048
H 2.177 -3.652 -5.389 0.183 0.486 0.275 0.364
C 2.142 -2.580 -5.134 1.168 1.185 -1.881 -0.530
C 3.264 -1.842 -4.855 -1.434 -0.859 -1.308 -0.855
H 4.265 -2.280 -4.942 -0.264 0.089 0.392 0.511
C 2.631 0.851 2.061 -0.195 -0.242 -0.078 -1.517
C 1.552 3.326 2.730 -0.350 0.048 -0.221 -1.296
C 2.367 2.699 0.103 0.316 0.090 -0.071 -1.282
C -2.792 0.290 2.051 -0.125 -0.092 0.020 -1.216
C -0.793 0.408 3.960 0.243 -0.011 -0.147 -1.166
C -2.195 2.720 3.299 0.075 0.084 -0.020 -1.412
C -1.905 4.108 -3.367 0.297 0.039 -0.417 -1.172
C -0.822 4.210 -0.611 0.223 -0.018 0.238 -0.821
C -3.050 2.391 -1.183 -0.458 0.360 0.345 -0.634
H 1.218 -2.065 -5.464 0.504 -0.388 0.844 0.347
H 3.183 -0.763 -4.687 0.159 -0.235 -0.332 0.387
H 2.628 -0.033 1.407 0.133 0.237 0.257 0.274
H 2.413 0.553 3.096 0.155 -0.004 -0.301 0.381
H 3.620 1.332 2.012 -0.343 -0.113 0.168 0.542
H 1.344 2.922 3.733 0.050 0.191 -0.314 0.390
H 0.857 4.155 2.529 0.254 -0.118 0.209 0.326
H 2.589 3.698 2.691 -0.396 -0.139 0.077 0.435
H 2.341 1.999 -0.744 0.158 0.167 0.076 0.235
H 3.403 2.798 0.452 -0.140 0.169 -0.316 0.484
H 2.003 3.671 -0.233 0.174 0.001 -0.019 0.331
H -3.557 0.374 2.837 0.117 -0.119 -0.239 0.412
H -2.474 -0.757 1.967 -0.137 0.194 -0.062 0.379
H -3.220 0.606 1.093 -0.106 -0.177 0.191 0.198
H -1.562 0.509 4.741 0.293 -0.106 -0.197 0.470
H 0.159 0.811 4.327 -0.210 -0.170 0.092 0.302
H -0.663 -0.652 3.703 0.057 0.271 0.148 0.284
H -2.830 2.329 4.109 0.136 0.247 -0.234 0.501
H -2.821 3.256 2.572 0.064 -0.002 0.235 0.370
H -1.459 3.421 3.716 -0.268 -0.110 -0.056 0.337
H -2.783 4.742 -3.204 0.025 0.017 -0.081 0.456
H -2.100 3.411 -4.197 -0.034 0.258 0.205 0.423
H -1.033 4.746 -3.610 -0.387 -0.326 0.129 0.403
H -1.361 5.170 -0.599 0.067 -0.098 -0.057 0.499
H 0.234 4.397 -0.854 -0.366 0.014 0.024 0.285
H -0.912 3.738 0.383 0.085 -0.003 -0.392 0.059
H -3.914 2.945 -1.570 -0.125 -0.255 0.236 0.515
H -2.998 2.481 -0.082 -0.094 -0.042 -0.461 0.039
H -3.123 1.333 -1.452 0.001 0.447 0.126 0.015
C -0.790 -0.163 -2.762 -0.476 -0.288 -0.534 0.230
C -2.111 -0.571 -2.842 -0.273 0.269 0.050 -0.484
C -2.405 -1.924 -3.052 -0.028 -0.222 -0.094 -0.927
C -1.381 -2.872 -3.196 0.012 0.710 0.339 -0.932
C -0.056 -2.426 -3.164 -0.472 -0.309 -0.280 -0.682
C 0.238 -1.068 -3.020 0.742 0.587 0.096 0.859
S -0.256 1.615 -2.384 0.735 -1.220 -0.931 -0.083
H -0.107 1.289 -1.101 0.485 0.177 1.283 0.143
H -2.900 0.183 -2.796 0.098 -0.662 -0.049 0.793
H -3.448 -2.247 -3.114 0.364 0.206 0.007 0.452
H -1.599 -3.932 -3.354 -0.017 0.440 0.088 0.487
H 0.711 -3.205 -3.350 -0.452 0.737 0.127 0.354
H 1.252 -0.659 -3.186 -0.526 -0.365 0.327 0.147
C 1.157 -5.935 3.298 -0.084 -0.295 -0.018 -1.350
C 1.071 -4.700 2.446 0.110 -0.168 0.108 0.892
C 1.501 -3.481 2.967 -0.107 0.633 -0.475 -0.723
C 1.519 -2.358 2.139 0.098 -0.574 0.197 0.271
N 1.178 -2.391 0.845 -0.501 0.194 -0.267 -0.166
C 0.663 -3.534 0.367 0.387 -0.460 0.749 -0.205
C 0.598 -4.714 1.128 0.039 0.674 -0.300 -0.721
H 2.176 -6.072 3.688 -0.287 0.093 -0.161 0.350
H 0.491 -5.867 4.169 0.109 0.024 -0.220 0.330
H 0.887 -6.828 2.726 0.033 0.136 0.162 0.370
H 1.835 -3.377 3.999 -0.084 -0.169 -0.220 0.454
H 1.846 -1.401 2.544 -0.061 -0.396 -0.174 -0.083
H 0.302 -3.517 -0.669 0.130 -0.047 0.349 0.250
H 0.186 -5.616 0.680 0.127 0.086 0.160 0.395
```
Positions in Å, forces in eV/Å.

net charge	+3
E_HOMO (alpha / beta)	-14.24 / -13.75	eV
calculated total energy	-2551.15160	hartree
ΔE to the lowest compared entry with this formula, charge and spin	74.3	kJ/mol
2S+1	1